Entry from the OMol25 dataset: a single C2H7N3S molecule (the ωB97M-V functional and the def2-TZVPD basis).

XYZ file:
```
13
Properties=species:S:1:pos:R:3:lowdin_charge:R:1
C -2.52 0.22 0.01 -0.43
C 0.13 0.02 -0.12 -0.78
H -3.47 -0.25 0.14 0.02
H -2.61 0.85 -0.86 0.03
H -2.25 0.88 0.88 0.05
H 0.97 1.66 -0.06 0.04
H 1.12 -1.71 0.07 0.09
H 3.20 -0.50 -0.62 0.08
H 2.84 -0.51 0.98 0.12
N 0.04 1.28 -0.15 0.08
N 1.31 -0.76 -0.22 -0.17
N 2.51 -0.15 0.03 0.00
S -1.27 -1.03 -0.09 0.88
```

Output
electronic energy	-642.8172	Eh
orbital gap	9.559	eV
spin multiplicity	1
net charge	0
ΔE to the lowest compared entry with this formula, charge and spin	22.3	kcal/mol
SMILES	[H]/N=C(\NN)SC


Entry from the OMol25 dataset: a molecular structure, C17H19N3O5 (the ωB97M-V functional and the def2-TZVPD basis).

XYZ file:
```
44
Properties=species:S:1:pos:R:3:lowdin_charge:R:1
C -4.55 -2.87 0.96 -0.10
C -4.30 -1.36 0.90 -0.22
O -3.67 -0.75 -0.28 -0.04
C -2.42 -1.02 -0.44 -0.35
C -1.57 -1.65 0.39 -0.08
C -0.29 -1.60 0.33 -0.13
C 0.17 -1.20 -0.77 -0.19
C -0.65 -0.57 -2.03 0.09
C -2.03 -0.53 -1.74 0.03
H -2.63 -0.23 -2.39 0.04
H -0.30 -0.04 -2.83 0.07
N 1.54 -0.90 -1.30 0.08
C 2.64 -1.95 -0.75 -0.42
O 2.43 -2.69 0.03 0.20
C 4.01 -1.20 -0.93 0.01
H 4.64 -2.02 -0.94 0.09
H 4.08 -0.60 -1.55 -0.04
C 4.40 -0.63 0.63 -0.04
C 3.37 0.26 1.11 -0.38
O 2.69 -0.11 2.32 -0.13
N 2.80 1.24 0.37 0.14
N 1.44 1.84 0.84 0.27
C 0.78 2.08 -0.36 -0.53
O 1.20 2.03 -1.37 0.20
C -0.63 2.39 -0.36 -0.06
C -1.57 2.60 -0.96 -0.08
C -2.81 2.40 -0.16 -0.06
C -2.38 2.39 1.06 -0.28
O -1.18 1.97 1.24 0.01
H -2.93 2.06 2.08 0.18
H -3.80 2.93 -0.53 0.15
H -1.60 2.77 -2.12 0.20
H 1.21 1.51 1.60 0.00
H 3.12 1.29 -0.51 0.08
H 4.68 -1.44 1.24 0.09
H 5.32 0.30 0.46 0.21
H 1.92 -0.26 -2.02 0.11
H 0.44 -1.87 1.30 0.21
H -1.96 -1.77 1.52 0.17
H -5.56 -0.75 1.00 0.20
H -3.84 -1.10 1.97 0.13
H -5.30 -3.10 0.23 0.06
H -3.73 -3.40 0.87 0.00
H -5.18 -3.34 1.79 0.11
```

Output
electronic energy	-1198.9985	Eh
orbital gap	7.868	eV
spin multiplicity	1
net charge	0
ΔE to the lowest compared entry with this formula, charge and spin	494.5	kcal/mol


Entry from the OMol25 dataset: a molecular structure, C23H29Cl5MnNO2P2 (the ωB97M-V functional and the def2-TZVPD basis).

XYZ file:
```
63
Properties=species:S:1:pos:R:3:mulliken_spin:R:1
C -0.36 3.90 -2.21 -0.01
C -0.61 2.70 -1.49 0.11
N 0.27 2.37 -0.46 -0.01
C 1.38 3.08 -0.23 0.03
C 1.61 4.28 -0.89 0.00
C 0.73 4.69 -1.89 0.01
C -1.65 1.82 -1.79 -0.06
P -1.86 0.29 -0.91 -0.08
Mn -0.21 0.82 0.70 4.18
P 2.10 0.71 0.95 0.13
C 2.35 2.51 0.80 -0.01
C -0.14 -2.85 -0.08 -0.21
C -1.16 -3.71 0.35 0.01
C -0.91 -5.08 0.47 0.00
C 0.35 -5.59 0.14 0.00
C 1.36 -4.73 -0.31 0.00
C 1.10 -3.36 -0.46 0.00
O -0.75 1.13 -6.09 0.00
O 2.01 -1.52 -4.06 0.00
H -1.06 4.15 -2.99 0.00
H 2.48 4.86 -0.62 0.00
H 0.90 5.62 -2.43 0.00
C -3.47 0.25 -0.11 0.00
C -1.87 -1.02 -2.16 0.03
H 3.39 2.69 0.50 0.00
H 2.18 2.97 1.79 0.00
H -0.85 0.29 -6.52 0.00
H -2.27 2.05 -2.66 -0.01
C 2.99 0.22 2.44 0.01
C 3.05 0.06 -0.44 0.02
H -2.15 -3.31 0.59 0.00
H -1.70 -5.74 0.82 0.00
H 0.55 -6.66 0.23 0.00
H 2.35 -5.11 -0.55 0.00
H 1.85 -2.69 -0.89 -0.01
H -0.64 -0.55 0.08 -0.02
H 1.99 -2.47 -4.29 0.00
H 2.83 -1.43 -3.56 0.00
H 0.20 1.21 -5.91 0.00
H -0.33 -1.74 -0.11 -0.04
H -4.25 0.17 -0.88 0.00
H -3.52 -0.62 0.57 0.00
H -3.61 1.17 0.47 0.00
H -2.83 -0.96 -2.70 0.00
H -1.04 -0.87 -2.86 0.00
H -1.77 -2.00 -1.67 -0.01
H 4.04 0.54 -0.45 0.00
H 3.17 -1.03 -0.33 0.00
H 2.53 0.26 -1.39 0.00
H 4.00 0.65 2.43 0.00
H 2.45 0.57 3.33 0.00
H 3.05 -0.88 2.48 0.00
Cl 0.16 -1.72 2.89 0.00
C -0.79 -0.37 3.42 0.00
C -1.00 0.70 2.56 0.06
C -1.78 1.78 2.99 -0.15
Cl -2.08 3.06 1.86 0.01
C -2.32 1.82 4.28 -0.03
Cl -3.23 3.17 4.79 0.00
C -2.09 0.74 5.17 0.04
Cl -2.73 0.77 6.75 0.00
C -1.33 -0.37 4.73 -0.02
Cl -1.05 -1.69 5.77 0.00
```

Output
electronic energy	-5233.6463	Eh
orbital gap (spin up / spin down)	6.721 / 6.748	eV
spin multiplicity	5
net charge	0
ΔE to the lowest compared entry with this formula, charge and spin	22.4	kcal/mol


Entry from the OMol25 dataset: a molecular structure, C3H8N2O (the ωB97M-V functional and the def2-TZVPD basis).

XYZ file:
```
14
Properties=species:S:1:pos:R:3:lowdin_charge:R:1
C -0.34 0.15 -0.89 -0.31
C -0.49 0.20 1.58 -0.07
N 0.17 -0.21 0.35 -0.17
N -1.21 -0.73 -1.47 0.11
C 1.60 0.15 0.10 -0.43
O 2.13 1.09 0.70 -0.03
H -1.07 -1.71 -1.26 0.11
H -1.58 -0.52 -2.38 0.10
H 2.15 -0.78 -0.13 0.14
H -0.49 1.20 -1.12 0.14
H 1.14 0.29 -1.24 0.17
H -0.42 -0.61 2.31 0.08
H -0.05 1.09 2.02 0.08
H -1.55 0.40 1.43 0.08
```

Output
electronic energy	-303.7501	Eh
orbital gap	9.560	eV
spin multiplicity	1
net charge	0
ΔE to the lowest compared entry with this formula, charge and spin	89.1	kcal/mol


Entry from the OMol25 dataset: a single C5H9N molecule (the ωB97M-V functional and the def2-TZVPD basis).

XYZ file:
```
15
Properties=species:S:1:pos:R:3:lowdin_charge:R:1
N -1.92 -0.66 1.27 -0.02
C -1.82 0.69 0.68 -0.33
C 2.63 -0.78 -1.16 -0.04
C 1.75 -0.03 -0.48 -0.19
C 0.24 0.00 -0.58 -0.11
C -0.54 0.97 0.00 -0.14
H -1.07 -0.91 1.80 0.08
H -1.78 -1.18 0.37 0.06
H -2.58 0.89 -0.10 0.11
H -2.00 1.54 1.50 0.14
H 2.99 -1.69 -0.73 0.05
H 2.69 -0.68 -2.23 0.04
H 2.09 0.59 0.39 0.11
H -0.23 -0.96 -0.94 0.12
H -0.17 1.97 0.32 0.11
```

Output
electronic energy	-250.4942	Eh
orbital gap	7.360	eV
spin multiplicity	1
net charge	0
ΔE to the lowest compared entry with this formula, charge and spin	108.4	kcal/mol
SMILES	C=C/C=C/CN


Entry from the OMol25 dataset: a gas-phase ion, C3HN4 (charge +1) (the ωB97M-V functional and the def2-TZVPD basis).

XYZ file:
```
8
Properties=species:S:1:pos:R:3:lowdin_charge:R:1
C -1.22 0.19 -0.02 0.11
C 2.03 -0.77 0.00 -0.19
C -2.54 0.19 -0.01 -0.01
N 2.74 -1.65 0.00 0.25
N -3.86 0.24 0.01 0.33
N 1.21 0.31 0.00 0.11
N -0.05 0.26 0.02 0.19
H 1.67 1.23 0.00 0.22
```

Output
electronic energy	-333.4315	Eh
orbital gap	8.343	eV
spin multiplicity	1
net charge	+1
ΔE to the lowest compared entry with this formula, charge and spin	25.1	kcal/mol
SMILES	N#CC#[N+]NC#N


Entry from the OMol25 dataset: a gas-phase ion, C2H3ClN (charge +1) (the ωB97M-V functional and the def2-TZVPD basis).

XYZ file:
```
7
Properties=species:S:1:pos:R:3:lowdin_charge:R:1
C -0.20 0.02 -0.49 -0.09
C -1.30 0.87 0.00 -0.52
N 0.95 -0.51 0.09 0.11
Cl -2.75 1.51 -0.24 0.85
H 1.38 0.37 0.56 0.23
H 1.29 -1.09 -0.75 0.22
H 0.62 -1.17 0.84 0.19
```

Output
electronic energy	-592.4797	Eh
orbital gap	8.531	eV
spin multiplicity	1
net charge	+1
ΔE to the lowest compared entry with this formula, charge and spin	72.2	kcal/mol
SMILES	[NH3+]C#CCl


Max |F|? In order: 3.06 19.69 2.53 2.41 3.00 13.89 12.78 eV Å⁻¹.